Molecular formula: H80O40
Method: DFT, wB97M-V/def2-TZVPD

Calculated values
Relative energy (zero: lowest compared OMol25 entry of this formula, charge and spin) ... 100.2 kcal/mol
HOMO level (spin up / spin down) ... -0.51 / -8.11 eV
Net charge ... -1
LUMO level (spin up / spin down) ... 1.792 / 1.683 eV
2S+1 ... 2
Electronic energy ... -3057.392939 Eh
⟨S²⟩ ... 0.751
Kohn-Sham gap (spin up / spin down) ... 2.31 / 9.79 eV

Positions of all 120 atoms, in Å:
H 0.6704 -4.7976 0.4227
H 0.5136 -5.9415 -0.4429
O 1.2414 -5.3869 -0.0852
H -5.1903 1.7955 -0.7971
H -4.3423 2.6720 -1.2813
O -5.2215 2.7442 -0.9141
H 2.9334 -1.9648 1.2780
H 3.1421 -0.7192 2.4222
O 2.5974 -1.3604 1.9431
H -1.3599 4.3514 -3.9594
H -1.0409 5.1849 -2.7360
O -1.7687 4.9231 -3.3150
H 5.8762 1.4681 -1.4751
H 4.8019 2.4530 -0.9193
O 5.4411 1.8054 -0.6255
H 3.3255 -1.0054 -0.2743
O 3.5604 -0.4913 -1.0410
H 2.4328 4.8218 1.3704
O 2.1647 5.4785 2.0390
H 4.2425 -2.7081 -3.5182
H 3.3863 -4.1105 -3.7932
O 3.4189 -3.1885 -3.4402
H 1.3956 2.7314 -3.6269
H 0.3024 2.5774 -2.5932
O 1.2555 2.4726 -2.6878
H 0.2014 -1.8282 -1.0928
H 0.1367 -0.4010 -1.0148
O -0.2684 -1.1057 -1.5561
H 2.6913 -2.4614 -1.5559
H 1.8557 -3.8937 -0.8706
O 2.5586 -3.2367 -0.9451
H 0.7181 -3.3092 -3.2375
O 0.7817 -2.5128 -3.7884
H 1.5169 1.7314 3.5287
H 1.0314 2.9411 2.5302
O 1.4692 2.0989 2.6152
H 4.2919 -3.7221 2.3034
H 2.9045 -4.3109 1.9623
O 3.6831 -4.4190 2.5659
H 1.2495 -2.2142 2.6009
H 0.4692 -2.0234 1.4343
O 0.3078 -2.3510 2.3179
H -0.8851 -4.4548 -2.2992
H -1.2174 -3.4543 -1.1707
O -0.4980 -3.9236 -1.6260
H 6.2496 -0.7890 0.6087
H 6.0561 -0.2527 2.2276
O 5.8281 -0.8579 1.5014
H -1.5669 -2.1969 -3.1775
H -3.0122 -1.5345 -2.6597
O -2.4108 -2.3291 -2.7397
H 1.3070 1.2194 -6.3375
O 1.5526 2.1664 -6.5976
H -3.9674 -0.8344 -0.3520
H -3.0021 -0.5013 0.6900
O -3.9128 -0.8669 0.6103
H -4.2538 2.0772 2.5252
O -3.5292 1.5062 2.2681
H 1.3278 2.4898 0.6370
H 2.0001 2.7267 -0.5038
O 1.5213 3.3103 0.1338
H -2.6201 1.3040 -1.1922
H -1.8745 -0.0250 -1.5367
O -2.5300 0.6412 -1.8960
H 3.1236 2.0466 3.2001
H 4.2178 1.0618 3.6055
O 3.6647 1.3302 2.8650
H -2.5413 4.0496 -0.0125
H -3.6852 3.6478 0.1092
O -3.0721 3.9636 0.8048
H -0.2612 1.0505 5.3503
H 0.4457 -0.1408 4.3854
O 0.3935 0.7977 4.7270
H -0.9628 0.3490 -3.5266
H 0.1597 -0.8450 -3.5182
O -0.2974 -0.1268 -4.0483
H -4.7355 1.9044 -3.3304
H -5.7183 0.8952 -3.2970
O -4.8434 1.0412 -2.9246
H -4.3012 -1.6008 5.4455
H -3.8148 -0.3564 4.7826
O -4.4092 -0.6285 5.4635
H -2.3451 -5.5915 -0.2818
H -1.8510 -4.8361 1.1671
O -2.4444 -4.9906 0.4519
H -1.3384 4.5697 2.0884
H -0.9231 4.9094 3.5608
O -0.5935 4.8185 2.6724
H 1.0491 -0.0196 1.2046
O 0.1599 0.0867 1.6283
H 4.9328 -1.2567 -2.4559
H 3.9808 -0.0755 -3.0490
O 4.6541 -0.7325 -3.2071
H 0.8118 2.5599 -7.0459
H 3.9105 0.3381 -0.6524
H -3.9591 0.6328 2.4132
H 1.3894 4.9957 2.3936
H 1.7479 -2.5514 -3.5312
H 0.3746 0.8634 2.1879
O -1.5407 -0.8984 3.6280
H -0.9945 -1.7065 3.5548
H -1.0758 -0.2969 2.9585
O 0.2335 3.6710 -4.9005
H -0.3713 2.9053 -5.0806
H 0.9540 3.6320 -5.5744
O -3.3604 -3.0526 4.4795
H -4.0756 -3.4672 3.8650
H -2.8519 -2.2936 4.2145
O -0.0903 -4.9477 2.7139
H 0.6992 -5.0024 3.3753
H -0.2836 -4.0159 2.9825
O 0.2124 5.6163 -1.3930
H 0.5635 6.4712 -1.1944
H 0.8911 4.9730 -1.1505
O -1.6973 1.7505 0.4499
H -2.3228 1.8625 1.1911
H -0.7974 1.9668 0.6737
O -5.2910 -2.7537 2.3651
H -5.7604 -1.9634 2.7650
H -5.8996 -2.8176 1.5900

=====

Molecular formula: H80O40
Method: DFT, wB97M-V/def2-TZVPD

Calculated values
Relative energy (zero: lowest compared OMol25 entry of this formula, charge and spin) ... 19.7 kcal/mol
HOMO level (spin up / spin down) ... -0.39 / -7.63 eV
Net charge ... -1
LUMO level (spin up / spin down) ... 1.521 / 1.495 eV
2S+1 ... 2
Electronic energy ... -3057.521241 Eh
⟨S²⟩ ... 0.751
Kohn-Sham gap (spin up / spin down) ... 1.91 / 9.13 eV

Positions of all 120 atoms, in Å:
H -2.4503 3.0132 0.1532
H -2.0489 4.0572 -1.0324
O -2.6081 3.3167 -0.7568
H 2.3849 1.0834 -1.7225
H 1.3302 1.8751 -0.9431
O 2.2551 1.6115 -0.9284
H 0.8002 -1.3536 -0.9126
H 1.8590 -1.7912 -1.9581
O 1.6997 -1.1671 -1.2091
H 2.0035 4.2206 -3.6381
H 1.9902 3.4154 -2.4452
O 1.4670 4.1329 -2.8375
H 2.2927 -3.3638 3.0460
H 0.7040 -3.4403 3.2892
O 1.4304 -3.5466 2.6739
H -5.0181 0.1598 -4.3333
O -4.0650 0.0988 -4.3551
H 3.0458 0.3449 1.7258
O 3.3737 0.3580 2.6293
H -5.6138 -1.4435 -1.0467
H -6.2575 -0.5648 -1.8746
O -6.1527 -1.5344 -1.8677
H 0.9125 2.3319 -4.8026
H 0.8203 0.9219 -3.9658
O 1.2685 1.4592 -4.6262
H -0.0624 -1.2904 -4.4298
H 0.0272 -2.6106 -3.7382
O 0.3774 -2.1626 -4.5243
H 0.7679 -5.8388 0.6009
H 2.0862 -5.1685 1.2413
O 1.7196 -5.8792 0.7009
H 0.1074 1.2005 2.6408
O 0.6205 1.6313 1.9467
H -3.2124 -4.0264 -0.0304
H -1.7888 -3.4894 0.6239
O -2.6785 -3.8836 0.7564
H 0.6426 -2.7508 0.6007
H 0.1281 -3.8937 -0.4114
O -0.1233 -3.2248 0.2464
H 6.3891 1.7560 -1.3806
H 5.5224 0.6383 -1.7903
O 6.0635 0.9166 -1.0398
H 0.3034 2.2757 4.5395
H 0.2012 3.6869 5.0049
O 0.5401 3.1798 4.2555
H -2.0355 3.7691 -2.9464
H -1.7825 4.3811 -4.1847
O -1.5547 3.5401 -3.7574
H 2.9295 4.0039 -0.5111
H 3.4009 5.3547 -0.1967
O 3.0972 4.5612 0.2620
H -3.5634 -1.9430 0.8129
O -4.0845 -1.3614 0.2219
H 2.7757 -2.9470 -3.9437
H 1.7870 -1.7593 -3.9437
O 2.6014 -2.1590 -3.4173
H -6.0874 -0.2567 2.9481
O -5.9798 0.6773 3.1489
H 4.4376 1.1194 -4.7633
H 3.0090 1.5799 -4.2370
O 3.9474 1.4374 -4.0029
H -3.1571 1.2028 4.4037
H -1.8153 0.8027 5.2207
O -2.3481 1.5022 4.8312
H 5.0732 3.1747 -2.5479
H 4.1804 2.0844 -2.1597
O 4.3116 3.0176 -1.9785
H -2.9780 -4.2885 2.9708
H -4.3581 -3.7827 3.4711
O -3.4106 -3.6478 3.5479
H 1.5616 0.9195 6.0820
H 2.3359 0.5847 4.8626
O 1.4588 0.4349 5.2475
H -0.0054 4.5233 -0.6875
H -0.4465 5.3767 0.5570
O -0.6169 5.1969 -0.3727
H -1.2599 1.4725 -2.0312
H -0.7422 0.9232 -0.9705
O -0.3481 1.1737 -1.8358
H -1.6880 -1.8293 2.3374
H -0.9253 -0.8520 3.3776
O -1.0262 -1.1387 2.4615
H -1.8324 -2.7294 4.7811
H -1.6467 -1.5058 5.8586
O -1.7994 -1.7858 4.9541
H -3.4210 4.1016 2.3128
H -2.0078 3.5145 2.2881
O -2.9041 3.3794 1.9387
H -1.4033 -2.2058 -0.9705
O -1.4364 -1.3003 -1.3217
H -1.2565 1.0899 -5.3332
H -1.9125 0.2746 -4.3874
O -1.3338 0.1385 -5.1562
H -3.9555 -0.5349 0.7239
H -3.6130 0.4640 -3.5914
H -5.3131 1.0475 2.5606
H 3.0853 1.1369 3.1046
H 0.4085 1.1350 1.1487
H -2.2449 -0.9094 -0.9615
O 3.5298 -2.4300 0.2855
H 3.2193 -1.6410 -0.2310
H 4.4496 -2.3651 -0.0217
O 2.0810 4.7906 2.9088
H 1.6352 3.9253 3.0723
H 2.4574 4.5534 2.0404
O -2.3455 0.9056 0.8301
H -1.7583 0.3333 1.3405
H -2.5182 1.7287 1.3210
O 1.4905 -4.4559 -1.4023
H 2.0086 -4.4701 -2.2181
H 2.1281 -4.9120 -0.8157
O 5.3845 -1.3032 -2.6339
H 4.4815 -1.4827 -2.2882
H 5.2021 -1.8509 -3.4129
O 1.0279 -2.5411 5.1669
H 1.0529 -2.6297 6.1273
H 1.2759 -1.6003 5.0799
O -4.7659 -3.9357 -1.3784
H -5.3655 -3.1686 -1.4079
H -3.9372 -3.4360 -1.4155

=====

Molecular formula: H80O40
Method: DFT, wB97M-V/def2-TZVPD

Calculated values
Relative energy (zero: lowest compared OMol25 entry of this formula, charge and spin) ... 218.3 kcal/mol
HOMO level ... -10.07 eV
LUMO level ... -0.550 eV
Electronic energy ... -3057.409524 Eh
Kohn-Sham gap ... 9.52 eV

Positions of all 120 atoms, in Å:
H -0.3406 -2.7330 -0.4240
H -0.8636 -1.2372 -0.6693
O -0.7598 -1.9550 -0.0469
H -4.3548 0.7368 0.8834
H -4.9915 1.2460 2.1007
O -5.2370 0.8174 1.2610
H -1.1258 3.1171 2.9231
H 0.1557 3.5152 2.2215
O -0.4803 3.8419 2.8696
H 5.0761 -3.8269 -3.3175
H 4.0082 -2.5328 -3.1101
O 4.4684 -3.3200 -2.7709
H -6.2576 -1.8970 0.8150
H -6.8193 -0.5329 1.1666
O -7.0030 -1.4739 1.2622
H -2.5934 1.8592 6.0485
O -2.3367 1.5146 5.2049
H 2.1988 -3.1782 5.2713
O 3.0624 -3.4932 4.9591
H 2.7358 3.2976 1.8144
H 3.5141 4.2300 2.8470
O 3.0738 3.3829 2.7363
H -3.4024 2.0263 -1.5654
H -2.9732 1.6844 -3.1364
O -2.7713 2.0922 -2.2925
H -3.1541 -2.8437 3.2822
H -4.2840 -1.6683 2.8121
O -3.5322 -2.2447 2.6359
H 1.7902 -5.0097 -2.6142
H 2.9577 -4.2069 -3.3390
O 2.3428 -4.9603 -3.4010
H -3.6467 2.2620 2.8630
O -4.2714 2.5666 3.5377
H 1.2020 -0.1157 -3.2016
H 2.6382 0.2651 -3.7546
O 2.1457 -0.0439 -2.9425
H 4.9605 -1.7464 -0.3651
H 5.0259 -0.7589 0.8279
O 4.6538 -1.6003 0.5368
H -4.8772 -0.6645 5.6522
H -3.5626 0.0774 6.2141
O -3.9204 -0.5996 5.6120
H -1.7827 -2.9532 4.7304
H -2.1591 -3.0266 6.1051
O -2.5612 -3.2364 5.2526
H 4.5042 2.3944 -1.6853
H 3.6522 1.3678 -1.0843
O 3.5664 2.0270 -1.8018
H 0.4222 -2.7279 2.9866
H 0.6997 -4.0902 3.5164
O 0.5962 -3.1784 3.8325
H -1.1266 -1.8584 -5.9083
O -1.5473 -1.1782 -6.4298
H -1.3098 1.4713 -0.5239
H -0.8975 0.3517 0.3655
O -0.7744 1.3055 0.2673
H 3.1797 3.3517 -0.5935
O 2.6334 3.7907 0.1068
H 5.5135 2.6124 -4.1551
H 4.0194 1.7808 -3.5636
O 4.6628 2.1633 -4.2163
H 1.2335 -2.2685 -5.5563
H 0.5764 -2.7766 -6.7228
O 0.8446 -1.9140 -6.3746
H -1.4700 4.0841 -0.1218
H -1.4990 4.9023 1.2462
O -1.9282 4.7334 0.4094
H 2.2604 -3.1863 1.5471
H 2.5759 -1.7871 0.8145
O 1.8995 -2.3925 1.1501
H 0.2096 0.7509 3.2663
H 0.7577 1.5671 4.5144
O 0.1451 0.8865 4.2292
H -0.7912 5.4015 -1.5531
H -0.5000 6.6882 -0.7407
O -0.0923 5.9284 -1.1604
H -5.2463 -0.4927 -0.6117
H -3.9326 0.0282 -1.0585
O -4.3976 -0.8358 -0.9305
H 2.2624 3.0330 -3.1949
H 1.4031 2.5463 -4.3004
O 2.0770 3.2207 -4.1237
H -1.6215 -3.0679 0.8936
H -2.8606 -3.4963 1.6391
O -2.1385 -3.8887 1.0981
H -0.8249 -1.3809 -3.4236
H -0.7104 -0.6771 -4.8308
O -0.2860 -0.7629 -3.9513
H -3.1922 -3.6461 -3.4320
O -2.8937 -4.5354 -3.6952
H 3.5939 0.9495 -5.6172
H 2.7454 -0.2447 -5.9781
O 2.8004 0.4702 -5.3288
H -0.9569 -0.8624 -7.1116
H -1.6017 0.9713 4.8429
H 1.7940 3.5062 -0.3041
H 3.6035 -2.7991 5.3617
H -3.7512 2.1780 4.2748
H -2.0815 -4.6624 -3.1923
O 4.9178 1.1616 1.8689
H 5.2012 0.4045 2.3851
H 4.4675 1.9234 2.2769
O -0.0137 -4.1821 -4.7199
H 0.6082 -4.9038 -4.4966
H -0.0306 -4.3719 -5.6679
O 5.1090 4.0588 -2.1986
H 4.8937 4.0220 -3.1334
H 4.2936 4.3138 -1.7257
O -0.8523 -5.9284 1.5298
H -1.7737 -5.6847 1.4619
H -0.4369 -5.2511 2.0572
O 1.2763 3.6474 4.8160
H 0.5679 4.2209 5.1223
H 1.2749 3.7174 3.8553
O -4.6491 3.3328 0.0407
H -5.4596 3.7715 -0.2336
H -4.1590 4.0399 0.5118
O 0.7135 -0.1678 1.9396
H 1.2019 -0.6156 2.6306
H 1.1006 0.0660 1.0982